[1]
{"formula": "C5H11INO3S", "method": "ωB97M-V with the def2-TZVPD basis set", "symbols": ["C", "C", "C", "O", "N", "C", "C", "S", "O", "O", "I", "H", "H", "H", "H", "H", "H", "H", "H", "H", "H", "H"], "xyz": [[-1.91402, 1.93894, 0.71696], [-0.47278, 1.48979, 1.03325], [0.32895, 1.10572, -0.16795], [0.73448, 1.78555, -1.04674], [0.39670, -0.58069, -0.47591], [0.67230, -0.99049, -1.91777], [-0.72632, -1.36064, 0.08328], [1.75439, -1.19802, 0.52546], [1.49940, -0.91247, 1.86824], [1.83314, -2.54043, 0.20651], [3.61915, 0.10280, -0.16377], [-2.27306, 1.49063, -0.11222], [-2.01257, 2.97800, 0.74621], [-2.56365, 1.61729, 1.58354], [0.01315, 2.32539, 1.52437], [-0.44228, 0.61376, 1.75992], [0.91072, -2.01607, -1.74131], [-0.17012, -0.76881, -2.56807], [1.48691, -0.33612, -2.21915], [-0.57781, -2.26645, -0.49201], [-0.49616, -1.56505, 1.17866], [-1.60051, -0.91264, -0.32151]], "forces_ev_per_a": [[0.4, -0.9, 4.0], [0.3, -1.6, 1.5], [-0.8, 0.8, -1.9], [-0.1, -1.2, 1.0], [0.7, 1.7, 0.5], [0.1, 1.9, 1.2], [1.2, -1.1, 0.1], [1.4, 1.6, -0.1], [-0.8, 1.5, 1.9], [0.5, -3.1, -1.7], [0.0, -0.2, -0.1], [-1.4, -1.1, -2.9], [0.1, 1.6, -0.6], [0.7, 0.1, -0.9], [0.5, 0.0, 0.0], [-0.1, 1.3, -0.9], [0.3, -0.7, -1.1], [-0.3, -0.3, 0.3], [0.2, -0.5, -0.3], [-0.6, -0.7, 0.5], [-1.4, 0.5, -1.4], [-1.2, 0.4, 0.7]], "lowdin_charge": [-0.031, -0.138, -0.308, 0.169, -0.338, 0.005, -0.020, 0.203, -0.297, -0.261, 0.911, 0.037, 0.071, 0.120, 0.139, 0.122, 0.083, 0.127, 0.063, 0.100, 0.131, 0.112], "max_force_ev_per_a": 4.1, "gap_ev": 9.378, "e_lumo_ev": -5.2, "total_energy_ev": -31922.21914, "charge": 1}



[2]
{"formula": "C5H13NO2", "method": "ωB97M-V with the def2-TZVPD basis set", "symbols": ["C", "C", "O", "O", "H", "H", "H", "H", "H", "H", "C", "C", "C", "N", "H", "H", "H", "H", "H", "H", "H"], "xyz": [[-2.14271, 1.21292, -0.01337], [-3.35486, 2.12359, 0.03690], [-1.00016, 2.02179, -0.04418], [-2.19279, 0.32939, -1.13653], [-2.16398, 0.87711, -1.93204], [-0.22070, 1.45762, 0.10270], [-2.12511, 0.53344, 0.84677], [-3.33248, 2.72837, 0.94312], [-3.34163, 2.79764, -0.82261], [-4.26997, 1.53282, 0.01622], [3.11235, -0.71865, 0.80236], [3.39788, -1.99085, 0.39709], [0.35803, -1.11112, -0.32240], [0.86452, -0.23486, 0.28002], [3.38631, 0.13745, 0.20470], [2.78772, -0.50158, 1.80846], [1.27417, -2.35610, -0.63645], [-0.55847, -1.42183, -0.79637], [3.37747, -2.80160, 1.11683], [4.02798, -2.15404, -0.46997], [2.11643, -2.46151, -0.38124]], "forces_ev_per_a": [[0.0, 0.0, -0.1], [0.1, -0.1, 0.0], [-0.1, -0.1, 0.0], [0.0, 0.2, 0.1], [0.0, 0.0, 0.1], [-0.2, 0.0, 0.0], [0.0, 0.1, 0.0], [0.0, 0.0, 0.0], [0.0, 0.0, 0.0], [0.0, 0.0, 0.0], [0.3, -0.6, -0.1], [0.5, 0.7, 0.5], [0.0, 1.2, 0.6], [-0.3, -0.8, -0.5], [-0.1, 0.0, -0.1], [-0.1, -0.1, 0.0], [1.0, -0.4, 0.2], [0.1, -0.2, -0.1], [-0.2, 0.0, -0.1], [-0.1, 0.0, -0.1], [-1.1, 0.1, -0.3]], "lowdin_charge": [-0.529, -0.032, -0.022, -0.049, 0.098, 0.038, 0.143, 0.083, 0.085, 0.081, -0.106, -0.181, -0.143, 0.062, 0.063, 0.060, 0.066, 0.079, 0.068, 0.067, 0.069], "max_force_ev_per_a": 1.4, "gap_ev": 10.410, "e_lumo_ev": 1.0, "total_energy_ev": -10976.80758}



[3]
{"formula": "C4H11O3", "method": "ωB97M-V with the def2-TZVPD basis set", "symbols": ["C", "O", "C", "C", "C", "O", "H", "H", "H", "H", "H", "H", "H", "H", "H", "H", "H", "O"], "xyz": [[-1.22268, 0.24066, -1.27256], [-0.12524, 0.52635, -2.06066], [-1.53951, 1.36833, -0.27322], [-0.61639, 1.52989, 0.91830], [0.80429, 2.11062, 0.60149], [0.93839, 2.40367, -0.74608], [-0.96597, -0.65034, -0.65170], [-2.09428, 0.02164, -1.90128], [-2.58944, 1.32157, 0.04334], [-1.47236, 2.29509, -0.83757], [-0.45182, 0.59084, 1.42108], [-1.13590, 2.24173, 1.55117], [0.88318, 3.03226, 1.19004], [1.57807, 1.40065, 0.93892], [0.51299, 1.60612, -1.41401], [3.25271, -6.46799, 0.92717], [1.75280, -6.69443, 1.06799], [2.49116, -6.87664, 0.49758]], "forces_ev_per_a": [[1.4, 0.1, 0.3], [0.2, 0.7, 0.1], [-0.4, 0.1, -0.8], [0.4, 0.3, -0.2], [-1.0, -0.3, -0.8], [0.2, 0.1, -0.7], [-0.6, -0.2, 0.0], [-0.4, -0.1, 0.1], [0.0, -0.3, 0.3], [-0.1, 0.2, -0.2], [-0.4, -0.5, 0.5], [0.0, 0.0, 0.7], [0.4, 0.1, 0.0], [0.0, 0.0, 0.1], [0.2, -0.1, 0.6], [-0.2, 0.0, -0.1], [-0.5, 0.2, 0.3], [0.6, -0.2, -0.2]], "lowdin_charge": [-0.432, -0.317, -0.238, -0.203, -0.337, -0.206, 0.086, 0.077, 0.090, 0.101, 0.083, 0.081, 0.084, 0.089, 0.044, 0.035, 0.021, -0.056], "max_force_ev_per_a": 1.5, "gap_ev": 5.960, "e_lumo_ev": 2.7, "total_energy_ev": -10468.47126, "charge": -1}